Computed, not measured: a structure of composition C19H17FN6O5RuS in a non-equilibrium geometry, with ωB97M-V/def2-TZVPD.

Multiplicity: 5
HOMO-LUMO gap (alpha / beta) in eV: 5.8 / 3.9
HOMO energy (alpha / beta) in Ha: -0.4832 / -0.4829
Charge: +2

Geometry as XYZ:
```
50
Properties=species:S:1:pos:R:3:forces:R:3:nbo_charge:R:1
Ru -0.0866 0.1674 -0.0449 1.64 0.56 -0.90 1.59
N -0.7389 -1.1723 3.7613 -0.18 -0.14 -0.90 -0.45
C -0.0216 -0.0754 4.1935 0.65 0.96 -0.40 0.10
C 0.3428 0.3681 5.4552 0.11 0.12 -0.02 -0.21
C 1.1290 1.5105 5.5118 -0.22 -0.34 -0.01 -0.16
C 1.5384 2.1857 4.3576 -0.07 0.01 -0.15 -0.16
C 1.1590 1.7656 3.0973 -0.22 -0.25 -0.07 -0.23
C 0.3660 0.6182 3.0226 0.43 0.63 1.37 0.16
N -0.1420 -0.0512 1.9393 -0.58 -0.61 -0.12 -0.53
C -0.7864 -1.1367 2.4197 -0.02 -0.03 0.61 0.43
C -1.3612 -2.0811 1.4994 -0.79 -1.15 0.07 0.03
C -2.1391 -3.1977 1.6982 0.38 0.56 -0.15 -0.36
S -2.5183 -3.9432 0.2120 0.45 0.55 -0.08 0.62
C -1.6193 -2.7285 -0.6057 -0.51 -0.77 -0.07 -0.08
N -1.0885 -1.8434 0.1746 0.29 0.50 0.06 -0.52
H -1.1298 -1.8834 4.3626 -0.02 -0.06 -0.12 0.46
H 0.0390 -0.1526 6.3497 -0.01 -0.04 0.10 0.25
H 1.4364 1.8868 6.4745 0.04 0.01 0.09 0.25
H 2.1619 3.0583 4.4640 0.08 0.10 -0.04 0.25
H 1.4606 2.2860 2.1980 0.11 0.04 0.00 0.24
H -2.5084 -3.5988 2.6214 -0.06 -0.09 0.22 0.28
H -1.5074 -2.7206 -1.6747 0.00 0.00 -0.20 0.26
N -0.4188 1.7614 -3.8117 0.10 -0.44 0.38 -0.71
C -0.4099 1.5330 -2.5121 -0.34 1.92 -1.08 0.73
O -0.2352 0.3740 -2.0730 0.02 -1.31 0.96 -0.64
C -0.6045 2.6617 -1.5343 0.32 -0.18 -0.12 -0.55
C -0.9813 2.0796 -0.1796 -0.25 -0.41 -0.11 -0.49
H -0.2535 0.9951 -4.4539 0.01 0.08 0.05 0.44
H -0.5341 2.6831 -4.2046 -0.03 0.04 0.13 0.44
H -1.3541 3.3773 -1.8933 0.11 -0.08 0.08 0.27
H 0.3536 3.1872 -1.4528 -0.06 -0.06 -0.11 0.29
H -2.0477 1.7858 -0.1499 0.32 0.02 0.13 0.23
H -0.7543 2.7758 0.6289 0.07 -0.34 0.13 0.26
F 4.8834 1.9559 3.4752 0.08 0.09 0.56 -0.29
C 5.0808 2.0482 2.1693 -0.38 -0.85 -1.12 0.24
C 4.6597 1.0457 1.3544 0.28 1.13 2.02 -0.03
N 4.7776 1.1292 0.0165 0.76 0.75 -1.48 -0.42
C 4.1210 0.1628 -0.8172 -0.72 -0.21 -0.02 -0.32
C 2.6000 0.2409 -0.5252 2.46 0.35 -0.43 0.78
O 2.0634 1.3579 -0.5439 -1.54 0.53 0.19 -0.67
O 2.0122 -0.8118 -0.2067 -2.18 -0.71 0.25 -0.65
C 5.3579 2.2645 -0.6148 -0.61 -1.07 0.75 0.80
O 5.3886 2.3565 -1.8066 0.12 0.24 -0.88 -0.59
N 5.8456 3.1991 0.2507 0.38 0.56 -0.21 -0.63
C 5.7386 3.2570 1.6390 -0.41 -0.77 0.18 0.60
O 6.1312 4.1873 2.2791 0.13 0.32 0.22 -0.52
H 4.1889 0.1592 1.7636 0.05 0.02 0.02 0.23
H 4.4705 -0.8514 -0.6161 0.02 0.09 -0.04 0.23
H 4.3125 0.4354 -1.8598 -0.05 -0.09 0.17 0.29
H 6.3103 3.9923 -0.1881 -0.15 -0.18 0.11 0.45
```
Forces are in eV/Å.

Computed, not measured: a structure of composition C19H17IrN3O9S, with ωB97M-V/def2-TZVPD.

Multiplicity: 6
HOMO-LUMO gap (alpha / beta) in eV: 8.0 / 4.6
Energy above the lowest of the compared OMol25 structures with the same formula, charge and spin in kcal per mole: 10.6
HOMO energy (alpha / beta) in Ha: -0.3078 / -0.3025
Charge: 0

Geometry as XYZ:
```
50
Properties=species:S:1:pos:R:3:forces:R:3:nbo_charge:R:1
Ir 0.8389 -1.1115 1.0873 -0.38 -0.23 -0.32 1.34
O -0.5848 0.9412 0.4391 0.06 0.25 0.16 -0.68
C -0.8404 1.1875 -0.8826 0.14 -0.24 -0.19 0.21
C 0.2628 0.1067 -1.7847 -0.57 0.11 -0.16 0.84
O -0.0102 -0.0562 -2.9441 0.09 0.11 0.17 -0.58
O 1.1642 -0.2946 -1.0309 0.38 -0.22 0.40 -0.71
C -2.2705 0.7964 -1.1580 -0.12 -0.07 0.10 -0.09
C -2.8043 0.6024 -2.4329 0.04 0.00 -0.04 -0.13
C -4.1495 0.3182 -2.5937 -0.02 -0.02 -0.03 -0.23
C -4.9866 0.1984 -1.4931 0.01 0.01 0.07 -0.19
C -4.4624 0.3594 -0.2205 -0.06 -0.02 -0.03 -0.21
C -3.1212 0.6562 -0.0535 0.11 0.02 -0.05 -0.17
C -0.3763 2.5568 -1.3314 0.01 0.24 0.00 -0.09
C -0.4678 2.9595 -2.6653 -0.01 -0.12 0.09 -0.18
C -0.0274 4.2101 -3.0592 0.01 0.00 -0.03 -0.20
C 0.5147 5.0905 -2.1337 -0.02 -0.02 0.02 -0.20
C 0.5913 4.7105 -0.8044 0.06 0.09 0.01 -0.22
C 0.1503 3.4594 -0.4044 -0.09 -0.13 -0.04 -0.15
H 0.1643 1.4710 0.7635 0.08 -0.11 0.01 0.53
H -2.1736 0.6300 -3.3056 0.07 0.05 -0.01 0.22
H -4.5457 0.1732 -3.5904 0.02 0.00 -0.01 0.21
H -6.0369 -0.0262 -1.6258 0.01 -0.01 -0.01 0.22
H -5.0909 0.2486 0.6532 0.00 0.01 0.00 0.23
H -2.7276 0.7851 0.9433 -0.06 0.01 -0.01 0.24
H -0.8714 2.2869 -3.4041 0.01 -0.06 -0.04 0.23
H -0.1032 4.4910 -4.1016 0.00 0.02 0.01 0.22
H 0.8668 6.0651 -2.4445 -0.01 0.00 0.00 0.22
H 0.9912 5.3911 -0.0641 0.00 -0.01 -0.01 0.22
H 0.1946 3.2279 0.6534 0.02 0.06 -0.01 0.20
C 4.4790 -5.1649 1.8473 0.02 -0.16 -0.05 -0.27
O 4.1387 -3.8353 2.2353 0.08 0.12 0.10 -0.47
C 3.2288 -3.1423 1.5714 -0.11 -0.10 -0.22 0.90
O 2.8888 -2.0439 1.9623 -0.12 0.26 0.09 -0.64
N 2.6975 -3.7211 0.4520 0.03 -0.05 0.10 -0.49
N 1.8007 -2.9410 -0.2763 -0.09 0.27 -0.03 -0.64
H 5.1717 -5.5157 2.6044 0.00 -0.01 -0.01 0.23
H 4.9794 -5.1830 0.8761 0.03 0.05 0.02 0.18
H 3.6010 -5.8116 1.8315 -0.02 0.04 0.04 0.20
H 3.1781 -4.4690 -0.0184 0.03 -0.01 -0.03 0.40
H 1.0709 -3.5178 -0.6731 -0.08 -0.04 0.07 0.40
H 2.2516 -2.3882 -0.9991 0.03 -0.04 -0.09 0.40
O 0.8936 2.0618 3.9791 0.10 -0.28 -0.14 -0.49
C 1.1614 1.1482 3.2678 -0.11 0.57 0.08 0.78
O 1.4580 0.9369 2.0792 0.05 -0.21 -0.19 -0.74
C 1.0635 -0.5058 4.1616 0.10 -0.50 0.43 0.80
O 1.5062 -0.4224 5.2613 -0.10 0.11 -0.33 -0.48
O 0.5427 -1.2968 3.3789 -0.01 0.09 -0.06 -0.66
S -1.2616 -2.2395 0.6081 0.78 0.16 -0.21 -0.17
C -2.1380 -1.8236 1.9647 -0.43 -0.04 0.47 0.03
N -2.8006 -1.5599 2.8746 0.08 0.06 -0.09 -0.35
```
Forces are in eV/Å.

Computed, not measured: the molecule C19H17N3O5S2 in a non-equilibrium geometry, with ωB97M-V/def2-TZVPD.

Multiplicity: 1
HOMO-LUMO gap in eV: 8.5
Energy above the lowest of the compared OMol25 structures with the same formula, charge and spin in kcal per mole: 367.7
HOMO energy in Ha: -0.3184
Charge: 0

Geometry as XYZ:
```
46
Properties=species:S:1:pos:R:3:forces:R:3:nbo_charge:R:1
C 2.0084 -0.2949 1.6324 7.05 -3.90 0.47 -0.69
C 1.6665 1.0020 1.9077 -3.63 -0.29 5.54 0.30
N 2.0567 1.9794 1.3384 3.41 6.36 -3.46 -0.29
N 2.9968 1.9656 0.2633 1.54 0.66 2.22 -0.51
C 2.9771 1.2889 -0.9258 -12.08 1.42 8.95 0.68
O 3.6879 1.4804 -1.7334 9.44 0.66 -9.85 -0.51
C 1.4875 0.9277 -1.0899 2.94 -10.85 -2.96 -0.15
C 0.3001 1.2338 -0.6336 -3.43 8.12 2.09 -0.22
C -0.9175 0.6400 -0.8275 -3.52 0.20 -0.56 -0.22
C -0.9680 -0.5769 -1.5419 -8.33 5.92 4.44 0.10
N -2.1372 -1.2836 -1.6695 -1.98 6.68 1.92 -0.89
S -2.4777 -2.5992 -2.2519 3.61 -10.31 -2.82 2.38
O -1.4882 -3.5841 -1.7201 -2.33 1.76 -0.22 -0.96
O -3.8607 -2.8299 -2.1954 -2.09 0.49 0.79 -0.92
C -2.0603 -2.7746 -3.9761 -7.99 7.49 5.23 -0.51
C -1.1479 -3.3055 -4.5991 8.64 -8.78 -1.65 -0.26
C -0.8819 -3.0911 -5.9057 -4.23 5.21 -2.27 -0.25
C -1.9003 -1.8699 -6.2123 4.17 -3.49 -3.33 -0.45
S -2.8421 -1.4683 -4.9393 0.43 -1.14 0.91 0.50
C 0.0297 -1.2078 -1.7436 17.14 -6.45 -3.89 -0.26
C 1.3914 -0.6106 -1.5070 1.04 2.64 -2.53 -0.13
C 0.7204 1.2323 3.2096 1.16 2.18 -2.53 -0.11
C 0.2136 0.1719 3.8291 -4.01 6.87 4.25 -0.15
C -0.7886 0.4292 4.8160 3.03 4.62 -0.08 -0.29
C -0.8408 1.7655 5.2856 -4.88 -3.96 3.34 0.37
O -1.9286 1.9729 6.4900 3.55 -0.06 -3.72 -0.71
C -0.2682 2.8441 4.7127 -5.49 2.62 7.47 -0.40
C 0.3369 2.5623 3.6835 9.73 -1.63 -10.67 0.42
O 1.1646 3.5633 3.1492 -1.70 1.64 3.16 -0.74
H 2.4407 -0.7836 2.5811 -0.73 0.64 -1.11 0.25
H 1.2509 -0.8868 1.3504 -2.83 -2.23 -1.36 0.24
H 2.9393 -0.4176 0.8734 -2.44 0.42 1.63 0.23
H 3.7542 2.6864 0.2769 -1.19 -0.80 0.66 0.41
H 0.2594 2.4584 -0.2419 -0.28 -3.58 -0.70 0.22
H -2.0074 1.0913 -0.5808 3.06 -0.60 -0.22 0.22
H -2.8997 -0.6607 -1.4955 -1.07 -0.10 -0.08 0.43
H -0.5366 -4.2346 -4.1835 -1.34 2.18 -0.14 0.26
H -0.2928 -3.7745 -6.5086 -0.10 0.82 -0.36 0.24
H -2.0017 -1.3978 -7.2418 0.06 -0.62 1.66 0.25
H 0.0621 -2.1749 -2.3054 -0.05 0.94 1.06 0.26
H 2.5180 -1.0524 -2.0372 -3.92 0.91 1.90 0.24
H 0.3145 -0.6675 3.4678 1.27 -8.70 -3.20 0.19
H -1.3868 -0.1528 5.3734 -1.71 -2.85 1.37 0.23
H -1.9089 2.9376 6.4502 -0.49 0.00 0.55 0.46
H -0.5322 3.8198 5.0945 0.62 0.28 -0.24 0.24
H 1.4976 3.6471 2.2812 -0.04 -1.39 -1.67 0.52
```
Forces are in eV/Å.

Computed, not measured: the molecule C19H17N9O8 in a non-equilibrium geometry, with ωB97M-V/def2-TZVPD.

Multiplicity: 1
HOMO-LUMO gap in eV: 6.6
HOMO energy in Ha: -0.2675
Charge: 0

Geometry as XYZ:
```
53
Properties=species:S:1:pos:R:3:forces:R:3:nbo_charge:R:1
O -0.4952 6.9692 -2.8389 -0.33 0.12 -0.28 -0.35
N 0.1298 5.9747 -2.6135 0.89 -3.26 1.84 0.44
C -0.1367 4.7303 -2.0061 1.05 2.55 -1.20 -0.09
C 1.1098 4.0299 -1.9472 0.90 -0.11 -1.25 0.21
N 2.1208 4.7686 -2.4824 -2.06 -0.94 1.19 -0.15
O 1.5311 5.9771 -2.8253 -0.60 0.57 0.05 -0.18
C 1.1026 2.6113 -1.7027 0.77 -1.68 1.08 -0.20
N 2.2651 1.7907 -1.6513 0.13 0.25 -0.82 0.50
O 3.3411 2.1366 -1.1532 -0.96 0.34 -0.33 -0.42
O 2.1288 0.6497 -2.1706 -0.01 0.26 0.65 -0.52
C -0.1421 1.7110 -1.8679 0.55 1.53 -1.12 -0.07
C -1.3090 2.6179 -1.6424 -2.50 -0.22 -1.12 -0.01
N -2.5894 2.1531 -1.8547 1.71 1.32 -0.74 0.42
O -3.1446 1.0821 -1.6989 0.28 0.33 -0.22 -0.40
O -3.2988 3.2003 -2.4715 -0.71 0.18 1.05 -0.16
N -2.5810 4.3894 -2.4637 2.72 -1.80 1.84 -0.08
C -1.3728 4.0237 -1.9002 -2.16 0.15 -2.49 0.13
H -0.0712 1.1962 -2.8196 -0.64 0.51 -0.94 0.24
C -0.1806 -5.0594 -2.3825 -0.06 0.07 -0.53 -0.72
C -0.4357 -3.5885 -2.1830 -0.45 0.83 -0.43 0.70
O -0.6785 -2.8257 -3.1167 0.41 -1.11 1.27 -0.58
N -0.3944 -3.1818 -0.8362 -0.25 -0.29 -0.75 -0.43
C -0.1806 -4.2232 0.1793 0.59 -0.34 -0.36 -0.22
C -0.6250 -3.7936 1.5414 -0.01 0.28 -0.01 -0.21
N -0.0857 -2.4934 1.8595 0.21 0.17 0.10 -0.40
C -0.2673 -2.1113 3.2420 -0.02 0.06 -0.02 -0.22
C 0.5445 -0.8854 3.5514 0.93 0.18 0.28 -0.22
N 0.3593 0.1992 2.5939 -0.16 0.61 0.35 -0.45
C 0.6657 1.5114 3.0080 -0.69 0.92 -0.58 0.70
C 1.3063 1.6247 4.3758 0.17 0.38 0.11 -0.72
O 0.4088 2.5153 2.3413 0.47 -1.69 0.92 -0.57
C 0.0556 -0.1421 1.2694 -0.33 0.02 -0.77 0.14
C -0.1057 0.8225 0.2847 0.23 -0.12 -0.11 0.05
N -0.2795 0.5445 -1.0224 0.37 -2.95 3.69 -0.26
C -0.4498 -0.7785 -1.3767 0.54 1.22 -0.67 0.08
C -0.3302 -1.8233 -0.4621 0.06 0.97 0.31 0.08
C -0.0883 -1.5110 0.9072 -0.53 0.36 -0.20 0.21
H 0.7837 -5.3440 -1.9614 -0.09 -0.12 0.03 0.23
H -0.9782 -5.6498 -1.9322 0.10 -0.09 -0.03 0.23
H -0.1788 -5.2550 -3.4506 0.03 0.06 -0.01 0.26
H -0.7586 -5.1168 -0.0763 0.15 0.32 0.01 0.23
H 0.8866 -4.5219 0.1923 -0.42 0.21 0.10 0.21
H -1.7200 -3.7816 1.5959 -0.05 0.00 0.04 0.19
H -0.2429 -4.4982 2.2856 -0.14 -0.01 -0.12 0.22
H -1.3273 -1.9614 3.4959 0.05 0.04 -0.19 0.20
H 0.1025 -2.9376 3.8568 -0.07 0.15 0.04 0.22
H 0.2680 -0.5169 4.5401 0.06 -0.23 -0.14 0.23
H 1.6169 -1.1544 3.5687 -0.36 -0.04 0.11 0.20
H 2.2136 1.0207 4.4590 -0.14 -0.04 -0.02 0.23
H 1.5788 2.6692 4.5244 -0.05 -0.09 -0.15 0.26
H 0.6292 1.3549 5.1926 0.03 -0.04 -0.20 0.23
H -0.0645 1.8819 0.4677 0.24 -0.09 0.45 0.29
H -0.6361 -1.0012 -2.4226 0.14 0.27 0.30 0.29
```
Forces are in eV/Å.

Computed, not measured: a structure of composition C19H18BrCl2CrN7O4, with ωB97M-V/def2-TZVPD.

Multiplicity: 2
HOMO-LUMO gap (alpha / beta) in eV: 7.0 / 7.4
Energy above the lowest of the compared OMol25 structures with the same formula, charge and spin in kcal per mole: 0.0
HOMO energy (alpha / beta) in Ha: -0.3981 / -0.3981
Charge: +1

Geometry as XYZ:
```
52
Properties=species:S:1:pos:R:3:forces:R:3:nbo_charge:R:1
Cr -0.0875 -0.0473 0.1491 -0.33 0.60 0.10 1.09
O -4.2615 1.1845 0.5799 0.00 0.00 0.01 -0.70
C -4.1739 2.1169 -0.4128 0.02 0.02 -0.04 0.39
C -5.1638 3.0853 -0.4823 -0.02 -0.01 0.02 -0.28
C -5.1226 4.0477 -1.4772 0.01 -0.01 0.01 -0.17
C -4.0868 4.0619 -2.4001 0.02 0.01 -0.02 -0.24
C -3.0990 3.0922 -2.3327 -0.02 0.02 0.02 -0.18
C -3.1403 2.1057 -1.3563 0.03 -0.05 0.03 -0.17
C -2.1504 0.9727 -1.2876 -0.05 -0.02 -0.16 0.22
O -1.5671 0.9145 -0.0071 0.26 0.03 0.13 -0.60
N -1.0462 1.1108 -2.2517 -0.04 0.08 0.05 -0.42
N 0.1372 0.6772 -1.7458 0.05 -0.06 -0.15 -0.22
C 1.2299 0.7435 -2.4054 -0.06 -0.03 0.02 0.02
C 2.4894 0.5057 -1.7235 0.03 0.02 0.11 -0.11
Br 2.3733 0.8094 0.1870 0.03 0.03 -0.05 0.22
C 3.6808 0.2394 -2.2554 -0.05 0.00 0.01 -0.14
C 3.8968 -0.0648 -3.6747 0.03 -0.01 -0.05 -0.02
C 5.0454 0.4231 -4.3012 -0.01 0.00 0.03 -0.20
C 5.2667 0.1743 -5.6439 0.01 0.00 -0.02 -0.19
C 4.3586 -0.5849 -6.3709 0.00 0.00 0.02 -0.18
C 3.2320 -1.1030 -5.7487 0.00 0.00 -0.01 -0.19
C 3.0012 -0.8462 -4.4069 -0.01 0.02 0.04 -0.23
H -3.3807 0.8333 0.7771 -0.01 0.00 0.02 0.50
H -5.9546 3.0695 0.2556 0.00 0.00 0.00 0.23
H -5.8995 4.7990 -1.5239 0.00 0.00 0.00 0.22
H -4.0473 4.8225 -3.1673 0.00 0.00 0.00 0.22
H -2.2859 3.1058 -3.0462 0.00 0.00 0.00 0.21
H -2.6761 0.0229 -1.4531 0.03 0.00 0.02 0.19
H -1.2337 0.8598 -3.2135 0.01 -0.03 0.00 0.39
H 1.2572 1.0592 -3.4450 0.00 0.01 0.00 0.23
H 4.5554 0.2614 -1.6153 0.00 0.00 0.00 0.24
H 5.7578 1.0088 -3.7333 0.00 0.00 0.00 0.22
H 6.1530 0.5661 -6.1240 0.00 0.00 0.00 0.23
H 4.5397 -0.7878 -7.4177 0.00 0.00 0.00 0.23
H 2.5413 -1.7222 -6.3051 0.00 0.00 0.00 0.23
H 2.1485 -1.2939 -3.9105 -0.01 -0.01 -0.01 0.21
N -3.1445 -0.4722 4.4949 -0.06 0.03 0.06 -0.58
N -1.9683 -0.4110 3.7833 0.00 0.03 -0.13 0.20
N -0.8130 -0.7409 4.3103 0.03 0.02 0.09 -0.24
C -0.0090 -0.6384 3.2645 -0.08 -0.04 -0.04 0.17
N -0.6858 -0.2690 2.1705 0.16 -0.15 -0.20 -0.35
N -1.9506 -0.1292 2.5235 -0.06 0.00 0.09 -0.03
H -2.9538 -0.1884 5.4497 0.04 -0.02 -0.01 0.40
H -3.8148 0.1503 4.0555 0.01 -0.02 -0.04 0.40
H 1.0466 -0.8431 3.2932 0.00 -0.02 -0.01 0.24
Cl 1.4392 -4.5549 -0.7650 0.00 -0.01 -0.01 0.04
C -0.1424 -3.8806 -0.3984 0.00 0.01 0.01 -0.32
Cl -0.8165 -4.5078 1.1163 0.01 0.00 -0.01 0.04
C -0.0592 -2.3813 -0.2381 -0.05 0.16 0.02 0.76
O -0.9430 -1.6312 -0.7413 0.07 -0.36 0.11 -0.61
O 0.8484 -1.8171 0.4345 0.03 -0.26 -0.04 -0.63
H -0.8293 -4.1314 -1.1992 0.00 0.01 0.00 0.26
```
Forces are in eV/Å.

Number 1: calculated total energy -55277.1020 eV. Number 2: calculated total energy -56545.9160 eV. Number 3: calculated total energy -56341.2947 eV. Number 4: calculated total energy -49756.5074 eV. Number 5: calculated total energy -162116.6341 eV.